Entry 1:
{
  "formula": "C39H65AsCsF3N5O3S2Si2Te",
  "method": "ωB97M-V with the def2-TZVPD basis set",
  "elements": ["Cs", "O", "H", "H", "C", "N", "C", "N", "S", "H", "H", "H", "H", "H", "H", "S", "C", "N", "C", "C", "N", "H", "H", "H", "H", "H", "H", "C", "As", "C", "C", "O", "H", "H", "H", "H", "H", "H", "H", "H", "H", "F", "C", "F", "F", "C", "Si", "C", "C", "C", "Si", "C", "C", "C", "H", "H", "H", "H", "H", "H", "H", "H", "H", "H", "H", "H", "H", "H", "H", "H", "H", "H", "H", "C", "C", "C", "C", "C", "C", "Te", "N", "C", "O", "C", "C", "C", "C", "C", "C", "C", "C", "C", "C", "C", "C", "C", "C", "C", "C", "H", "H", "H", "H", "H", "H", "H", "H", "H", "H", "H", "H", "H", "H", "H", "H", "H", "H", "H", "H", "H", "H", "H"],
  "xyz": [[0.6278, 1.6984, -0.0248], [1.3674, -3.0169, -0.4418], [1.4367, -2.7320, -1.3599], [0.4382, -3.3065, -0.3656], [1.7296, 0.9641, 4.5066], [0.2914, 0.9966, 4.7020], [-0.5420, 1.9843, 4.3158], [-0.0615, 2.9312, 3.4899], [-2.1269, 2.0230, 4.9228], [2.0910, -0.0268, 4.7764], [2.2484, 1.7128, 5.1133], [1.9773, 1.1296, 3.4673], [-0.1087, 0.4141, 5.4145], [0.8225, 2.8715, 2.9709], [-0.7419, 3.5794, 3.1310], [1.6350, -2.0807, -3.8380], [1.8304, -0.7136, -4.7449], [2.8172, 0.2016, -4.6439], [2.7307, 1.2602, -5.6324], [1.2942, 1.0790, -6.1472], [0.9927, -0.2940, -5.7439], [3.5941, 0.0638, -4.0205], [3.4613, 1.1238, -6.4332], [2.8878, 2.2407, -5.1862], [1.2395, 1.1925, -7.2275], [0.6114, 1.7944, -5.6850], [0.0353, -0.5983, -5.6598], [-4.2820, 1.3512, -1.5632], [-2.9181, 1.1578, -0.2261], [-3.4289, -0.4803, 0.6496], [-3.0715, 2.3962, 1.2400], [-1.4145, 1.0088, -0.9042], [-5.2662, 1.4340, -1.1025], [-4.2266, 0.4447, -2.1659], [-4.0656, 2.2261, -2.1701], [-4.4232, -0.3632, 1.0873], [-2.7099, -0.6866, 1.4425], [-3.4067, -1.3154, -0.0520], [-4.0258, 2.9157, 1.1879], [-2.2755, 3.1365, 1.2072], [-3.0157, 1.8197, 2.1605], [-1.3353, 5.4284, -1.9349], [-1.5197, 4.6360, -0.7846], [-2.6958, 3.8989, -1.2049], [-2.1479, 5.5649, 0.0888], [-4.5732, -2.8018, -2.4703], [-2.6737, -2.9924, -2.5610], [-2.4736, -4.4884, -3.7062], [-2.0911, -1.4831, -3.5426], [-1.8363, -3.1617, -0.9992], [-2.2261, -4.3300, 0.2787], [-2.2053, -6.1239, -0.3333], [-1.0198, -4.2270, 1.7306], [-3.9475, -4.1908, 1.0835], [-5.0340, -2.6657, -3.4594], [-4.8553, -1.9457, -1.8440], [-5.0150, -3.6964, -2.0106], [-3.0023, -4.3588, -4.6617], [-2.8589, -5.3975, -3.2249], [-1.4082, -4.6483, -3.9137], [-2.7834, -1.2284, -4.3576], [-1.1025, -1.6904, -3.9659], [-1.9832, -0.6108, -2.8843], [-1.3702, -2.2296, -0.6579], [-1.2799, -6.3213, -0.8861], [-3.0460, -6.2961, -1.0193], [-2.2885, -6.8487, 0.4874], [-0.0079, -4.5209, 1.4260], [-1.3266, -4.8772, 2.5598], [-0.9641, -3.1987, 2.1112], [-4.7139, -4.1897, 0.2983], [-4.0462, -3.2477, 1.6363], [-4.1664, -5.0172, 1.7746], [7.5643, -6.3937, -0.6883], [6.7797, -5.1208, -0.4912], [6.4184, -4.6858, 0.7752], [5.6542, -3.5335, 0.9635], [5.2914, -3.1543, 2.3847], [5.2389, -2.7686, -0.1389], [3.8280, -1.0732, 0.2775], [2.8122, 0.8363, 0.9841], [3.1082, 1.9666, 1.5654], [2.2736, 2.9005, 1.7717], [4.5343, 2.2027, 2.0202], [5.1814, 3.3648, 1.6120], [6.4964, 3.6019, 1.9908], [7.1641, 2.6930, 2.8052], [6.5123, 1.5413, 3.2315], [5.2062, 1.2909, 2.8285], [4.9759, 0.2727, -0.9012], [4.2518, 1.0487, -1.8145], [4.8767, 1.9776, -2.6331], [6.2531, 2.1429, -2.5535], [6.9741, 1.3949, -1.6380], [6.3632, 0.4631, -0.7941], [7.2331, -0.2919, 0.1800], [5.6010, -3.2070, -1.4269], [5.1841, -2.4742, -2.6812], [6.3620, -4.3662, -1.5782], [8.0411, -6.7096, 0.2413], [8.3418, -6.2685, -1.4452], [6.9133, -7.2068, -1.0204], [6.7273, -5.2642, 1.6422], [5.7626, -3.8328, 3.0990], [4.2101, -3.1971, 2.5406], [5.6072, -2.1331, 2.6158], [4.6422, 4.0759, 0.9961], [7.0029, 4.4973, 1.6498], [8.1859, 2.8847, 3.1115], [7.0283, 0.8283, 3.8638], [4.7003, 0.3807, 3.1308], [3.1712, 0.9310, -1.8848], [4.2897, 2.5794, -3.3166], [6.7577, 2.8611, -3.1872], [8.0455, 1.5430, -1.5554], [8.1201, 0.2947, 0.4297], [7.5524, -1.2506, -0.2375], [6.6885, -0.5106, 1.0993], [4.1162, -2.2377, -2.6612], [5.3760, -3.0841, -3.5669], [5.7324, -1.5360, -2.7922], [6.6193, -4.6972, -2.5824]],
  "mulliken_charge": [1.198, -0.199, 0.110, -0.030, -0.245, -0.137, 0.237, -0.194, -0.480, 0.379, 0.262, -0.345, 0.209, 0.175, 0.267, -0.316, 0.147, 0.169, -0.399, -0.583, -0.247, 0.005, 0.261, 0.242, 0.332, 0.302, 0.361, -1.085, 1.055, -0.632, -0.634, -0.795, 0.364, 0.229, 0.361, 0.521, 0.416, -0.513, 0.333, -0.015, 0.209, -0.276, -0.162, -0.282, -0.303, -1.115, -0.261, -1.103, -0.237, 0.065, 0.106, -1.186, -1.164, -1.062, 0.347, 0.272, 0.295, 0.300, 0.261, 0.214, 0.388, -0.587, 0.066, 0.841, 0.314, 0.256, 0.307, 0.292, 0.345, 0.258, 0.249, 0.219, 0.355, -1.566, 0.662, -1.019, 1.532, -1.536, -0.703, 0.593, -1.340, 1.286, -1.100, 0.094, -0.309, -0.653, -0.493, -0.675, -0.030, 0.638, -1.447, -0.513, -0.937, -0.532, 1.189, -1.557, 1.504, -1.029, -1.077, 0.368, 0.356, 0.293, 0.254, 0.410, 0.295, 0.122, 0.465, 0.404, 0.372, 0.379, 0.495, 0.922, 0.524, 0.361, 0.394, 0.538, 0.253, -0.134, -0.202, 0.351, 0.162, 0.327],
  "spin_multiplicity": 2,
  "homo_lumo_gap_ev": 4.74,
  "e_above_lowest_kcal_mol": 62.5,
  "e_lumo_ev": 3.32,
  "charge": -2,
  "total_energy_ev": -169349.67953,
  "homo_energy_ev": -1.42
}

Entry 2:
{
  "formula": "C5H15NO",
  "method": "ωB97M-V with the def2-TZVPD basis set",
  "elements": ["C", "C", "N", "C", "C", "C", "H", "H", "H", "H", "H", "H", "H", "H", "H", "H", "H", "H", "H", "H", "H", "O"],
  "xyz": [[0.9553, 2.6388, -1.6565], [-0.3490, 2.1943, -0.9919], [-0.2579, 0.9546, -0.1958], [-0.0180, -1.4286, -0.0847], [-0.5860, -0.2595, -0.9606], [-2.1216, -0.4162, -0.9707], [1.7768, 2.9180, -1.0077], [1.1783, 1.8374, -2.3662], [0.7159, 3.4154, -2.3606], [-1.0392, 2.0470, -1.8333], [-0.8626, 2.9463, -0.3816], [0.6968, 0.9375, 0.1421], [-0.4733, -2.3591, -0.3978], [-0.2108, -1.1559, 0.9533], [1.0551, -1.4811, -0.2459], [0.0438, -0.2625, -1.8465], [-2.4292, -1.3432, -0.5111], [-2.4116, -0.2439, -2.0105], [-2.5216, 0.4664, -0.4904], [2.0227, -4.4965, 5.6243], [2.1935, -3.0666, 5.5894], [2.6424, -3.8426, 6.0024]],
  "mulliken_charge": [-1.366, -0.760, -0.413, -3.043, 1.046, -1.477, 0.417, 0.282, 0.434, 0.212, 0.492, 0.323, 0.727, 0.569, 0.614, 0.408, 0.451, 0.301, 0.361, 0.697, 0.682, -1.958],
  "spin_multiplicity": 2,
  "homo_lumo_gap_ev": [1.92, 9.33],
  "e_above_lowest_kcal_mol": 27.1,
  "e_lumo_ev": [3.17, 3.07],
  "charge": -1,
  "total_energy_ev": -8963.70027,
  "homo_energy_ev": [1.25, -6.25]
}

Entry 3:
{
  "formula": "C20H20N2O3",
  "method": "ωB97M-V with the def2-TZVPD basis set",
  "elements": ["O", "C", "C", "C", "C", "C", "C", "N", "C", "O", "C", "C", "C", "C", "C", "C", "C", "O", "N", "C", "C", "C", "C", "C", "C", "H", "H", "H", "H", "H", "H", "H", "H", "H", "H", "H", "H", "H", "H", "H", "H", "H", "H", "H", "H"],
  "xyz": [[-0.4652, -4.1612, -0.9929], [0.1014, -3.2327, -0.4586], [1.5386, -2.8532, -0.7847], [1.7534, -2.6816, -2.2930], [0.7635, -1.7285, -2.9731], [0.5005, -0.4146, -2.2382], [1.7650, 0.3966, -1.9511], [1.4802, 1.4799, -1.0314], [1.4797, 2.8220, -1.4018], [1.7345, 3.2300, -2.5044], [1.1216, 3.5689, -0.1717], [0.9820, 4.9218, 0.0522], [0.6357, 5.3310, 1.3372], [0.4386, 4.4108, 2.3546], [0.5802, 3.0447, 2.1278], [0.9234, 2.6406, 0.8549], [1.1510, 1.2886, 0.2949], [1.0781, 0.2134, 0.8474], [-0.4529, -2.4237, 0.4879], [-1.7356, -2.4623, 1.0387], [-2.0771, -1.4508, 1.9362], [-3.3275, -1.4297, 2.5215], [-4.2539, -2.4149, 2.2206], [-3.9171, -3.4187, 1.3287], [-2.6679, -3.4503, 0.7359], [1.8246, -1.9530, -0.2430], [2.1757, -3.6716, -0.4397], [1.6474, -3.6576, -2.7692], [2.7778, -2.3421, -2.4617], [-0.1948, -2.2412, -3.0748], [1.1317, -1.5141, -3.9789], [-0.1793, 0.1947, -2.8388], [-0.0018, -0.6279, -1.2949], [2.1593, 0.8479, -2.8640], [2.5344, -0.2335, -1.4998], [1.1374, 5.6325, -0.7442], [0.5193, 6.3841, 1.5445], [0.1712, 4.7589, 3.3409], [0.4299, 2.3247, 2.9172], [0.1176, -1.6596, 0.8338], [-1.3510, -0.6835, 2.1680], [-3.5807, -0.6415, 3.2158], [-5.2313, -2.3988, 2.6793], [-4.6343, -4.1900, 1.0896], [-2.4084, -4.2315, 0.0416]],
  "mulliken_charge": [-0.684, 0.486, -0.180, -0.897, -0.905, -0.149, -0.904, 0.328, 0.552, -0.640, -0.100, -0.472, -0.467, -0.583, -0.307, 0.214, 0.325, -0.726, 0.016, 0.383, -0.386, -0.577, -0.431, -0.629, -0.353, 0.010, 0.396, 0.409, 0.424, 0.387, 0.410, 0.380, 0.109, 0.336, 0.366, 0.499, 0.398, 0.399, 0.488, 0.012, 0.457, 0.368, 0.379, 0.368, 0.492],
  "homo_lumo_gap_ev": 7.56,
  "smiles": "O=C(CCCCCN1C(=O)c2ccccc2C1=O)Nc1ccccc1",
  "e_above_lowest_kcal_mol": 0.0,
  "e_lumo_ev": -0.72,
  "total_energy_ev": -30189.52785,
  "homo_energy_ev": -8.28
}

Entry 4:
{
  "formula": "C27H37Cl40O7PSi",
  "method": "ωB97M-V with the def2-TZVPD basis set",
  "elements": ["C", "C", "C", "O", "C", "Si", "C", "C", "C", "C", "C", "C", "C", "C", "C", "O", "C", "C", "C", "O", "C", "O", "P", "O", "O", "O", "H", "H", "H", "H", "H", "H", "H", "H", "H", "H", "H", "H", "H", "H", "H", "H", "H", "H", "H", "H", "H", "H", "H", "H", "H", "H", "H", "H", "H", "H", "H", "H", "H", "H", "H", "H", "H", "Cl", "C", "Cl", "Cl", "Cl", "Cl", "C", "Cl", "Cl", "Cl", "Cl", "C", "Cl", "Cl", "Cl", "Cl", "C", "Cl", "Cl", "Cl", "Cl", "C", "Cl", "Cl", "Cl", "Cl", "C", "Cl", "Cl", "Cl", "Cl", "C", "Cl", "Cl", "Cl", "Cl", "C", "Cl", "Cl", "Cl", "Cl", "C", "Cl", "Cl", "Cl", "Cl", "C", "Cl", "Cl", "Cl"],
  "xyz": [[-4.3411, 3.5445, 0.1719], [-3.0538, 2.9779, 0.9603], [-2.1200, 2.0514, 0.0564], [-2.8136, 1.3854, -1.0194], [-3.6204, 0.2878, -0.5351], [-2.8536, -1.4073, -1.0488], [-1.2819, -1.8824, -0.0722], [-1.5534, -2.5061, 1.3759], [-2.1850, -1.4577, 2.4244], [-1.2172, -1.1539, 3.6655], [-1.4085, 0.3675, 4.1121], [-0.3344, 1.3859, 3.5160], [1.1755, 0.8772, 3.5671], [2.2590, 1.9463, 3.0857], [2.0950, 2.4390, 1.5767], [2.6710, 1.4587, 0.6670], [1.5891, 0.6526, 0.1362], [-2.3901, -1.2056, -2.9196], [-1.0169, -1.9163, -3.2919], [-0.6483, -1.7570, -4.7003], [0.2786, -2.8107, -4.9658], [1.2128, -3.0272, -4.1735], [-4.4498, -2.9633, -1.0083], [-5.4162, -2.5811, -2.1453], [-3.8606, -4.5155, -1.3706], [-5.3302, -3.0047, 0.4374], [-4.9085, 4.2271, 0.8945], [-4.0477, 4.1623, -0.7311], [-5.0351, 2.7099, -0.1682], [-3.4191, 2.4845, 1.9190], [-2.4323, 3.9085, 1.2145], [-1.3267, 2.7374, -0.4066], [-1.5484, 1.2531, 0.6332], [-4.6174, 0.3517, -1.1055], [-3.8911, 0.3544, 0.5638], [-0.6607, -2.6589, -0.6492], [-0.6231, -0.9495, -0.0087], [-2.1395, -3.4928, 1.3267], [-0.5292, -2.7967, 1.8081], [-2.3617, -0.4668, 1.8927], [-3.1477, -1.9202, 2.8329], [-1.6102, -1.7930, 4.5357], [-0.1436, -1.4752, 3.5074], [-1.4276, 0.4432, 5.2424], [-2.4393, 0.7236, 3.7498], [-0.5500, 1.7448, 2.4625], [-0.3775, 2.3244, 4.1797], [1.4306, 0.6115, 4.6512], [1.3136, -0.0507, 2.9214], [3.2779, 1.4256, 3.1585], [2.2007, 2.8766, 3.7480], [2.7133, 3.4010, 1.4459], [1.0227, 2.7361, 1.3031], [1.2036, 1.0527, -0.8581], [1.8840, -0.4339, -0.0507], [0.7064, 0.6406, 0.8518], [-3.2650, -1.5335, -3.5762], [-2.2337, -0.0815, -3.0934], [-0.2085, -1.4428, -2.6393], [-1.1114, -3.0260, -3.0561], [0.1469, -3.4655, -5.8823], [-3.0520, -4.6024, -0.8063], [-5.3696, -2.0982, 0.8121], [5.3516, -2.3938, -7.6444], [4.1121, -2.4937, -6.3774], [3.7113, -0.8594, -5.8046], [2.6517, -3.2579, -7.0370], [4.7261, -3.4611, -5.0231], [-8.4962, -5.7735, 0.9760], [-9.1638, -4.4671, -0.0247], [-7.8330, -3.6114, -0.8427], [-10.2604, -5.1579, -1.2390], [-10.0771, -3.3432, 1.0112], [8.4472, 1.0112, -3.5709], [8.0948, -0.0520, -4.9495], [8.9199, 0.5624, -6.3972], [8.6698, -1.6936, -4.5928], [6.3427, -0.0901, -5.2371], [0.9331, 3.6059, -1.5265], [2.5431, 4.2297, -1.9415], [3.5689, 2.8957, -2.5056], [2.3920, 5.4450, -3.2271], [3.2773, 4.9663, -0.5070], [4.2543, -1.3622, 2.7900], [5.8810, -0.7616, 2.4050], [6.8895, -2.1063, 1.8367], [5.7690, 0.4738, 1.1327], [6.6093, -0.0520, 3.8621], [-8.3697, -0.7196, 0.9377], [-7.6076, 0.2070, 2.2455], [-5.8584, -0.1104, 2.2670], [-7.8878, 1.9407, 1.9880], [-8.3094, -0.2808, 3.8008], [-11.6118, -0.9384, -3.6743], [-10.5088, -2.1219, -4.4080], [-11.4516, -3.4610, -5.0966], [-9.5700, -1.3367, -5.6948], [-9.4063, -2.7507, -3.1682], [5.8015, 9.4497, 1.2004], [5.7938, 7.7492, 0.6909], [4.7527, 6.8099, 1.7837], [5.1757, 7.6309, -0.9698], [7.4433, 7.1009, 0.7543], [10.9390, -5.3015, 3.5642], [9.2617, -5.0357, 3.0470], [8.5366, -3.7462, 4.0275], [9.2388, -4.5621, 1.3352], [8.3327, -6.5335, 3.2585], [7.5508, 4.9797, 3.8100], [8.6121, 3.7574, 3.0803], [7.6235, 2.4622, 2.3749], [9.5953, 4.5105, 1.8064], [9.6781, 3.0786, 4.3280]],
  "mulliken_charge": [-1.012, -0.364, 1.397, -0.459, -0.058, -0.410, 1.033, -1.077, 0.526, -0.723, -0.894, 0.668, -0.439, -0.553, 0.456, -0.059, 0.177, -0.531, -0.507, -0.409, 0.242, -0.433, 1.152, -0.728, -0.559, -0.428, 0.340, 0.294, 0.148, 0.095, 0.442, -0.432, -0.470, 0.452, -0.053, 0.480, -1.131, 0.094, 0.451, -0.567, 0.463, 0.350, 0.341, 0.461, 0.163, -0.886, 0.473, 0.413, -0.023, 0.041, 0.433, -0.383, 0.087, 0.086, 0.295, -0.460, 0.472, 0.333, 0.144, 0.378, 0.345, 0.378, 0.163, -0.084, 0.311, -0.094, -0.102, -0.061, -0.117, 0.310, 0.109, -0.101, -0.115, -0.084, 0.255, -0.113, -0.106, 0.076, -0.084, 0.107, -0.051, -0.108, 0.035, -0.085, 0.198, 0.002, -0.089, -0.111, -0.020, 0.170, -0.029, -0.089, -0.105, -0.115, 0.268, -0.117, -0.108, 0.052, -0.096, 0.311, -0.103, -0.085, -0.047, -0.095, 0.338, -0.066, -0.095, -0.093, -0.081, 0.236, 0.070, -0.106, -0.113],
  "homo_lumo_gap_ev": 9.77,
  "smiles": "CCCOC[Si@](CCCCCCCCCOC)(CCOC=O)P(=O)(O)O.ClC(Cl)(Cl)Cl.ClC(Cl)(Cl)Cl.ClC(Cl)(Cl)Cl.ClC(Cl)(Cl)Cl.ClC(Cl)(Cl)Cl.ClC(Cl)(Cl)Cl.ClC(Cl)(Cl)Cl.ClC(Cl)(Cl)Cl.ClC(Cl)(Cl)Cl.ClC(Cl)(Cl)Cl",
  "e_lumo_ev": -0.07,
  "total_energy_ev": -560989.68979,
  "homo_energy_ev": -9.84
}